No. 1
{"formula": "C4H4N2S", "method": "wB97M-V/def2-TZVPD", "lumo_ha": [-0.0608, -0.0612], "relative_energy_kcal_mol": 86.59, "homo_ha": [-0.29730, -0.29611], "gap_ev": [6.44, 6.39], "energy_ev": -18024.4857, "fmax_ev_per_a": 4.7, "symbols": ["C", "C", "C", "C", "N", "N", "S", "H", "H", "H", "H"], "coordinates": [[0.8545, -0.0172, 1.0853], [-0.4488, 0.3176, 1.2859], [1.2691, -0.3578, -0.1865], [-1.1266, 0.1586, 0.0818], [0.3198, -0.3711, -1.0934], [-2.1381, 0.5771, -0.5193], [0.2593, -0.5240, -2.8674], [1.6867, -0.2034, 1.8887], [-0.9423, 0.7512, 2.1381], [2.2659, -0.6794, -0.2963], [-1.9996, 0.3484, -1.5170]]}

No. 2
{"formula": "C34H32Cl2N3O9PS2SeV", "method": "wB97M-V/def2-TZVPD", "lumo_ha": [0.1548, 0.1548], "relative_energy_kcal_mol": 30.92, "s_squared": 3.76, "homo_ha": [-0.03216, -0.09324], "gap_ev": [5.09, 6.75], "total_charge": -2, "energy_ev": -205719.0059, "multiplicity": 4, "fmax_ev_per_a": 2.1, "symbols": ["V", "O", "S", "O", "O", "C", "C", "C", "C", "C", "C", "P", "C", "C", "C", "C", "C", "C", "C", "C", "C", "C", "C", "C", "H", "H", "H", "H", "H", "H", "H", "H", "H", "H", "H", "H", "H", "H", "C", "C", "C", "C", "C", "C", "C", "S", "O", "O", "N", "C", "C", "O", "O", "H", "H", "H", "H", "H", "H", "H", "H", "H", "C", "N", "C", "C", "N", "C", "C", "Se", "H", "H", "H", "H", "H", "H", "H", "H", "Cl", "C", "Cl", "C", "O", "O", "H"], "coordinates": [[0.1833, 0.4962, 0.8398], [-1.8936, 0.6360, 0.7604], [-1.9531, 1.3068, 2.0632], [-3.0094, 2.2833, 2.1750], [-0.6209, 1.8025, 2.4633], [-2.3327, 0.0625, 3.3121], [-3.4816, 0.2438, 4.0741], [-3.7448, -0.5880, 5.1486], [-2.8418, -1.5878, 5.4778], [-1.6966, -1.7687, 4.7175], [-1.4334, -0.9690, 3.6084], [0.0975, -1.1384, 2.5993], [0.3618, -2.9503, 2.4058], [1.5951, -3.2939, 1.8470], [1.9068, -4.6196, 1.5789], [0.9889, -5.6211, 1.8670], [-0.2563, -5.2812, 2.3828], [-0.5741, -3.9534, 2.6356], [1.3127, -0.8475, 3.9846], [1.5468, 0.4810, 4.3492], [2.4411, 0.7954, 5.3602], [3.1226, -0.2098, 6.0326], [2.8961, -1.5332, 5.6875], [1.9903, -1.8501, 4.6792], [-4.1424, 1.0605, 3.8113], [-4.6362, -0.4367, 5.7470], [-3.0276, -2.2205, 6.3393], [-0.9822, -2.5369, 4.9905], [2.2995, -2.4999, 1.6141], [2.8580, -4.8705, 1.1230], [1.2362, -6.6598, 1.6801], [-0.9908, -6.0565, 2.5723], [-1.5640, -3.6901, 2.9855], [1.0306, 1.2677, 3.8153], [2.6228, 1.8329, 5.6160], [3.8341, 0.0353, 6.8134], [3.4313, -2.3275, 6.1968], [1.8223, -2.8892, 4.4349], [4.2870, 1.1263, -5.5802], [3.2581, 1.5689, -4.5664], [3.0434, 2.9186, -4.3098], [2.1031, 3.3213, -3.3642], [1.3709, 2.3679, -2.6783], [1.5749, 1.0114, -2.9201], [2.5112, 0.6234, -3.8620], [0.1340, 2.8514, -1.4720], [-1.0974, 2.2872, -1.9703], [0.2018, 4.3044, -1.4333], [0.5592, 2.1743, -0.1263], [1.6354, 2.8585, 0.6073], [2.5978, 1.8171, 1.2200], [3.7013, 2.1833, 1.6345], [2.1313, 0.6159, 1.2620], [4.7892, 1.9869, -6.0265], [3.8233, 0.5453, -6.3821], [5.0482, 0.4978, -5.1098], [3.6187, 3.6613, -4.8547], [1.9213, 4.3669, -3.1475], [0.9984, 0.2802, -2.3608], [2.6744, -0.4340, -4.0547], [1.2224, 3.4276, 1.4448], [2.1876, 3.5509, -0.0254], [-2.2378, 0.7338, -6.5623], [-2.9265, 1.4449, -5.5106], [-3.4709, 2.7172, -5.6171], [-3.9718, 3.0312, -4.4101], [-3.7416, 1.9560, -3.5713], [-4.0213, 1.9602, -2.1475], [-3.0832, 0.9703, -4.2358], [-2.5094, -0.6437, -3.5966], [-2.6788, 0.9915, -7.5259], [-2.3420, -0.3317, -6.3715], [-1.1736, 0.9782, -6.5685], [-3.4396, 3.2779, -6.5356], [-4.4396, 3.9345, -4.0582], [-5.0870, 2.1230, -1.9780], [-3.4384, 2.7338, -1.6521], [-3.7150, 1.0070, -1.7291], [-1.0168, -3.3863, -2.7959], [0.0500, -3.1652, -1.3744], [1.7437, -3.1401, -1.9286], [-0.3066, -1.9242, -0.4795], [-1.2536, -2.1242, 0.2813], [0.4523, -0.9120, -0.5798], [-0.0843, -4.0490, -0.7664]]}

No. 3
{"formula": "C20H51AlBaN4O10", "method": "wB97M-V/def2-TZVPD", "lumo_ha": -0.5414, "relative_energy_kcal_mol": 220.23, "homo_ha": -0.59416, "gap_ev": 1.44, "total_charge": 4, "energy_ev": -55237.9582, "fmax_ev_per_a": 4.2, "symbols": ["Ba", "Al", "N", "O", "O", "O", "C", "C", "O", "H", "H", "H", "H", "H", "H", "C", "O", "C", "C", "N", "C", "C", "O", "C", "H", "H", "H", "H", "H", "H", "H", "H", "H", "H", "H", "H", "H", "H", "H", "C", "O", "C", "C", "N", "C", "C", "O", "C", "H", "H", "H", "H", "H", "H", "H", "H", "H", "H", "H", "H", "H", "H", "H", "C", "O", "C", "C", "N", "C", "C", "O", "C", "H", "H", "H", "H", "H", "H", "H", "H", "H", "H", "H", "H", "H", "H", "H"], "coordinates": [[19.4117, -23.3912, 27.2182], [18.8740, -22.7460, 17.7136], [19.2320, -20.8693, 22.7152], [18.6195, -20.4754, 21.7780], [20.1177, -21.6669, 22.4886], [18.9948, -20.3969, 23.8378], [26.2695, -21.9304, 19.9814], [25.1741, -22.9024, 20.2910], [24.1566, -22.7775, 19.2898], [27.0266, -22.1527, 20.7333], [25.9900, -20.8820, 19.8774], [26.6642, -22.1898, 18.9990], [24.6771, -22.6914, 21.2379], [25.5417, -23.9166, 20.4468], [24.5566, -22.5246, 18.4546], [17.7489, -22.5924, 13.2294], [17.6224, -21.5155, 14.1932], [17.1886, -20.2970, 13.6015], [16.6211, -19.3731, 14.7523], [17.4974, -18.9251, 15.8894], [18.6346, -18.1587, 15.3958], [19.5689, -17.7413, 16.6177], [19.9850, -18.8471, 17.3300], [21.0242, -18.4368, 18.3477], [16.7556, -23.0151, 13.0786], [18.3548, -23.3612, 13.7088], [18.0259, -22.1942, 12.2533], [16.2772, -20.5311, 13.0514], [17.9299, -19.8300, 12.9530], [15.6804, -19.7938, 15.1075], [16.1992, -18.5073, 14.2419], [16.9084, -18.2978, 16.4183], [18.3063, -17.2529, 14.8860], [19.1260, -18.8049, 14.6685], [19.0951, -17.0199, 17.2834], [20.4300, -17.2476, 16.1673], [21.9464, -18.0363, 17.9266], [21.2245, -19.3550, 18.8998], [20.7026, -17.7388, 19.1207], [15.8720, -12.2230, 24.2607], [16.2912, -13.6066, 24.4378], [16.6413, -14.2829, 23.2210], [16.4292, -15.8119, 23.4386], [14.9823, -16.0238, 23.2177], [14.4829, -17.3164, 23.7673], [12.9764, -17.2647, 23.7055], [12.5346, -18.5121, 24.3248], [11.2026, -18.7028, 24.1188], [15.1369, -11.9230, 23.5139], [16.7923, -11.6458, 24.1706], [15.4786, -11.8641, 25.2118], [17.7015, -14.1770, 22.9908], [16.0323, -13.9446, 22.3827], [16.7449, -16.1431, 24.4279], [17.0852, -16.4685, 22.8671], [14.5133, -15.3671, 23.8251], [14.9002, -17.4371, 24.7670], [14.8130, -18.2420, 23.2956], [12.7042, -17.0910, 22.6645], [12.5686, -16.4195, 24.2600], [11.1392, -19.5259, 23.4071], [10.7255, -17.8196, 23.6943], [10.7558, -18.9052, 25.0922], [20.0909, -27.2394, 19.4527], [19.7357, -26.6502, 18.2153], [19.0082, -27.6510, 17.4079], [17.5401, -27.8712, 17.7403], [16.6375, -26.7866, 17.1695], [15.2678, -26.7719, 17.7049], [14.6454, -25.4032, 17.3336], [15.3017, -24.2197, 17.9779], [14.6934, -23.7724, 19.2343], [20.6232, -28.1691, 19.2515], [19.2355, -27.5617, 20.0465], [20.6930, -26.5958, 20.0941], [19.6175, -28.5505, 17.3195], [19.0117, -27.2654, 16.3884], [17.4731, -28.0960, 18.8048], [17.2364, -28.8612, 17.3998], [16.4393, -27.0625, 16.2183], [15.3764, -26.7890, 18.7894], [14.6998, -27.6482, 17.3926], [13.5886, -25.4036, 17.6008], [14.7390, -25.3068, 16.2520], [15.1138, -22.8350, 19.5988], [14.9528, -24.3662, 20.1108], [13.6082, -23.6877, 19.1772]]}

No. 4
{"formula": "C24H43F5NPSi2Sr", "method": "wB97M-V/def2-TZVPD", "lumo_ha": 0.1549, "relative_energy_kcal_mol": 0.00, "homo_ha": -0.02017, "gap_ev": 4.76, "total_charge": -2, "energy_ev": -66544.0058, "fmax_ev_per_a": 1.0, "symbols": ["Sr", "C", "Si", "C", "C", "C", "C", "C", "C", "C", "Si", "C", "C", "H", "H", "H", "H", "H", "H", "H", "H", "H", "H", "H", "H", "H", "H", "H", "H", "F", "C", "F", "C", "F", "F", "F", "C", "C", "C", "C", "P", "N", "C", "C", "C", "C", "C", "C", "C", "C", "H", "H", "H", "H", "H", "H", "H", "H", "H", "H", "H", "H", "H", "H", "H", "H", "H", "H", "H", "H", "H", "H", "H", "H", "H", "H", "H"], "coordinates": [[-0.6101, 0.4016, -1.5694], [-4.8232, 2.5126, -1.3959], [-3.5800, 1.2187, -2.1026], [-3.9414, 1.4038, -3.9915], [-4.5614, -0.4336, -1.7078], [-5.8577, -0.5369, -2.2389], [-6.6709, -1.6381, -2.0379], [-6.1950, -2.6980, -1.2779], [-4.9221, -2.6185, -0.7414], [-4.0797, -1.5105, -0.9299], [-2.3381, -1.5624, -0.0438], [-1.7847, -3.3819, -0.4229], [-2.9074, -1.7716, 1.7849], [-5.8427, 2.3592, -1.7673], [-4.5100, 3.5230, -1.6716], [-4.8530, 2.4669, -0.3056], [-5.0055, 1.3457, -4.2465], [-3.4135, 0.6366, -4.5597], [-3.5648, 2.3706, -4.3385], [-6.2484, 0.2810, -2.8355], [-7.6669, -1.6734, -2.4719], [-6.8111, -3.5770, -1.1064], [-4.5650, -3.4527, -0.1472], [-2.5006, -4.1498, -0.1063], [-0.8349, -3.5876, 0.0815], [-1.6094, -3.5120, -1.4939], [-3.5960, -2.6145, 1.9049], [-3.4179, -0.8687, 2.1281], [-2.0508, -1.9367, 2.4452], [0.4303, 0.4301, -5.3807], [0.2324, -0.2927, -4.1839], [-0.8203, -1.1921, -4.5220], [1.4417, -1.2243, -4.1263], [1.6609, -2.0154, -5.2123], [2.5913, -0.5411, -3.9406], [1.3271, -2.0757, -3.0772], [4.9503, 1.6755, 1.8557], [4.0225, 1.4745, 0.6537], [3.8804, 2.8062, -0.0964], [4.7085, 0.5153, -0.3280], [2.2583, 0.8025, 0.9681], [1.3880, 0.9761, -0.2848], [1.5745, 1.7494, 2.4766], [2.1834, 1.4385, 3.8473], [1.7500, 3.2495, 2.2074], [0.0590, 1.5146, 2.5393], [2.4545, -1.0155, 1.5018], [1.1395, -1.4823, 2.1412], [3.6014, -1.3423, 2.4648], [2.6240, -1.8617, 0.2331], [5.9447, 1.9685, 1.4962], [5.0781, 0.7721, 2.4530], [4.6051, 2.4708, 2.5160], [4.8269, 3.0352, -0.5964], [3.6510, 3.6378, 0.5681], [3.0906, 2.7252, -0.8416], [5.6088, 1.0014, -0.7178], [4.0572, 0.2822, -1.1692], [5.0217, -0.4154, 0.1442], [3.2642, 1.5788, 3.8747], [1.9640, 0.4255, 4.1789], [1.7488, 2.1178, 4.5911], [2.7798, 3.5812, 2.3355], [1.1365, 3.8047, 2.9231], [1.4177, 3.5073, 1.2027], [-0.2123, 0.5250, 2.8936], [-0.3905, 1.6494, 1.5561], [-0.3796, 2.2455, 3.2255], [0.9929, -1.0835, 3.1442], [1.1640, -2.5728, 2.2264], [0.2732, -1.2220, 1.5302], [3.5730, -0.7590, 3.3848], [4.5798, -1.2021, 2.0053], [3.5316, -2.3987, 2.7510], [1.9580, -1.5189, -0.5539], [2.3795, -2.9019, 0.4647], [3.6401, -1.8389, -0.1570]]}